25
Properties=species:S:1:pos:R:3:forces:R:3 method="wB97M-V/def2-TZVPD" total_energy_ha=-538.7610 de_lowest_ev=5.410 lumo_ev=0.5718 gap_ev=8.15 spin_multiplicity=1
C 3.7683 -0.7213 -0.1861 0.41 -0.44 -1.43
C 3.1203 -0.3235 0.8362 -1.67 0.58 0.92
C 0.0050 0.6595 -1.4052 -0.58 -0.06 0.86
C 3.6398 -0.4232 2.2079 -1.26 1.64 0.51
C -3.5634 0.6256 0.2150 0.97 -0.20 0.45
C -1.0968 -1.3121 -0.5362 -0.24 -1.63 -0.36
C -2.1661 0.9815 -0.0457 3.92 1.16 0.00
C -1.4053 0.0984 -1.0927 0.98 0.12 -0.27
O 4.2720 -1.0722 -1.1710 0.82 -0.37 -0.95
O 1.7743 0.0936 0.6812 1.36 -0.31 0.83
O 0.0670 1.4785 -2.3897 -0.20 0.19 -0.65
H 3.7830 0.6068 2.6118 0.36 -0.80 -0.04
H 4.4643 -1.0828 2.3302 0.86 -0.22 0.01
H 2.8024 -0.8313 2.7471 -0.28 -0.33 0.67
H -3.4693 -0.2668 0.7710 -0.69 -0.86 1.28
H -4.0191 0.3120 -0.6498 -1.52 -0.28 -2.26
H -4.0750 1.4229 0.6858 -0.73 0.45 0.69
H -1.3201 -2.1680 -1.2857 1.21 1.45 0.89
H -1.7916 -1.6022 0.2269 -0.77 0.20 0.62
H -0.1063 -1.3624 0.0424 -1.17 0.04 -1.53
H -1.9414 2.0383 -0.2969 -0.69 -0.30 -0.17
H -1.5735 0.8732 0.8943 -0.35 0.02 -0.45
H -1.9672 0.1295 -2.0646 0.06 -0.40 0.59
H 1.5812 0.2451 -0.2615 -0.63 0.25 -0.20
H -0.7824 1.6006 -2.8647 -0.18 0.10 -0.01

16
Properties=species:S:1:pos:R:3:forces:R:3 method="wB97M-V/def2-TZVPD" total_energy_ha=-325.1707 total_charge=+1 de_lowest_ev=3.996 lumo_ev=-5.2649 gap_ev=8.82 spin_multiplicity=1
C 0.4439 -1.3936 -0.3059 1.34 1.44 1.11
C 1.5747 -1.9752 0.0855 0.62 -2.43 -1.80
C 1.3953 0.8312 0.4822 -2.47 -3.95 0.61
N 0.3662 -0.0044 0.1972 0.83 2.70 -1.63
H -0.2873 -1.6219 -1.1264 1.20 0.38 0.82
H 2.0714 -2.6117 -0.7403 -0.93 0.11 2.12
H 2.0498 -1.8606 1.0933 -0.21 0.44 -1.39
H 1.2816 1.8844 0.3808 -0.49 0.61 0.10
H 2.3076 0.4114 0.9829 -0.82 0.38 -1.09
H -0.4962 0.4302 -0.2661 1.91 0.18 1.32
H -1.9473 1.0423 -1.5176 2.03 0.66 -0.15
H -1.3367 2.2964 -1.9208 -0.10 2.42 -0.98
O -1.0368 1.5047 -1.5457 -2.40 -2.93 0.78
H -2.5755 0.0814 0.8514 -0.10 -0.54 0.31
H -1.9255 0.9257 1.8177 0.10 2.98 1.53
O -1.8853 0.0595 1.5318 -0.50 -2.43 -1.66

26
Properties=species:S:1:pos:R:3:forces:R:3 method="wB97M-V/def2-TZVPD" s2=0.75 total_energy_ha=-1586.7637 lumo_ev=-1.9538 gap_ev=7.27 spin_multiplicity=2
Cs -1.1452 0.6950 0.9784 -0.26 1.25 0.78
O 3.0373 0.2467 -1.6647 -0.50 0.33 0.45
C 1.8486 0.0938 -1.0518 0.38 1.60 0.57
O 1.3713 0.9618 -0.3471 0.62 -0.82 -0.76
C 1.1867 -1.1985 -1.3061 -1.30 -0.66 0.43
C 1.7415 -2.1791 -2.1112 -0.06 -0.37 -0.15
C 1.0271 -3.3567 -2.2785 -0.22 0.05 0.15
C -0.2075 -3.5141 -1.6413 0.40 0.25 -0.11
C -0.7075 -2.4814 -0.8423 0.70 1.00 0.09
N -0.0033 -1.3227 -0.6783 -0.05 -1.94 -0.92
C -2.0650 -2.5905 -0.1100 -0.71 0.06 0.44
O -2.7330 -3.7594 -0.2999 -0.10 0.62 0.37
O -2.5808 -1.7433 0.6067 1.31 -1.71 -1.60
H 3.3173 1.1448 -1.3837 0.14 -0.41 -0.28
H 2.7013 -2.0356 -2.5961 -0.15 0.07 0.12
H 1.4280 -4.1521 -2.9031 -0.13 0.14 0.15
H -0.7249 -4.4493 -1.8031 -0.08 0.04 0.07
H -2.3549 -4.4512 -0.8601 0.30 0.56 0.10
F -0.6766 3.2699 1.9774 -0.85 -6.50 0.74
P -0.2516 4.6666 2.5231 0.49 2.03 0.76
F -0.5167 4.8618 0.9996 -0.61 3.34 -4.45
F 0.7543 3.9295 3.4580 0.67 -4.18 4.08
F -1.3256 4.4917 3.6389 -3.04 -3.96 3.15
F 1.1245 5.3676 2.3131 3.04 3.66 -3.12
F -0.8695 6.0791 2.7513 0.27 5.48 -1.22
H -3.3761 1.4256 2.6307 -0.23 0.08 0.17